Record 1
ORCA calculation (ωB97M-V with the def2-TZVPD basis set) on a structure of composition C16H26Cl3HoN2O5.

## Properties
**Total charge**: +2
**Molar mass**: 597.68 u
**2S+1**: 5
**HOMO-LUMO gap (spin up / spin down)**: 7.28 / 7.24 eV
**Calculated total energy**: -3439.1760 a.u.
**LUMO (spin up / spin down)**: -5.33 / -5.37 eV

Cartesian coordinates (Å):
Ho1 -0.274 0.090 -0.361
C1 -1.617 -2.555 0.857
C2 -1.051 -1.991 2.141
O1 -0.134 -0.894 1.883
C3 -0.154 0.176 2.899
C4 0.577 1.346 2.329
O2 -0.090 1.857 1.094
C5 -1.219 2.736 1.437
C6 -2.529 2.068 1.249
O3 -2.437 1.070 0.193
C7 -3.603 0.168 0.268
C8 -3.218 -1.108 -0.440
O4 -1.826 -1.542 -0.176
H1 -2.587 -3.003 1.037
H2 -0.941 -3.347 0.392
H3 -0.569 -2.744 2.671
H4 -1.854 -1.598 2.753
H5 0.313 -0.197 3.797
H6 -1.175 0.433 3.224
H7 1.588 1.088 2.052
H8 0.658 2.210 2.980
H9 -1.089 3.645 0.839
H10 -1.180 3.000 2.525
H11 -3.244 2.857 0.943
H12 -2.893 1.654 2.177
H13 -4.522 0.637 -0.146
H14 -3.798 -0.029 1.319
H15 -3.330 -1.117 -1.529
H16 -3.899 -1.956 -0.154
N1 -0.617 -0.614 -2.813
C9 -0.858 0.522 -3.724
C10 -0.091 1.774 -3.326
N2 -0.103 2.109 -1.912
H17 0.275 -1.006 -3.105
H18 -1.286 -1.338 -3.025
H19 -1.951 0.735 -3.768
H20 -0.517 0.206 -4.718
H21 -0.533 2.481 -4.019
H22 0.914 1.629 -3.697
H23 -0.925 2.685 -1.696
H24 0.723 2.709 -1.700
Cl1 7.339 -1.669 0.092
C11 5.646 -1.435 0.030
C12 5.130 -0.134 0.120
C13 3.734 0.057 0.022
Cl2 3.051 1.650 -0.080
C14 2.869 -1.046 -0.177
O5 1.604 -0.889 -0.350
C15 3.421 -2.376 -0.150
Cl3 2.441 -3.731 -0.290
C16 4.825 -2.542 -0.082
H25 5.747 0.802 0.224
H26 5.260 -3.537 -0.108

=====

Record 2
ORCA calculation (ωB97M-V with the def2-TZVPD basis set) on a structure of composition C16H26ClIN2O3PPb.

## Properties
**Total charge**: +3
**Molar mass**: 694.93 u
**Relative energy (zero: lowest compared OMol25 entry of this formula, charge and spin)**: 81.69 kcal/mol
**HOMO-LUMO gap (spin up / spin down)**: 3.77 / 1.67 eV
**Calculated total energy**: -2251.3657 a.u.
**LUMO (spin up / spin down)**: -11.71 / -13.80 eV

Cartesian coordinates (Å):
C1 7.788 4.175 -2.806
C2 6.306 3.960 -2.902
H1 8.070 5.104 -3.339
H2 8.302 3.318 -3.246
H3 8.070 4.246 -1.752
O1 5.488 4.669 -3.465
I1 5.667 2.130 -1.875
Pb1 1.441 0.095 -1.241
P1 1.688 -1.238 -3.326
C3 0.379 -1.208 -4.494
C4 3.158 -0.617 -4.109
H4 2.821 -2.986 -2.133
H5 2.285 -3.459 -3.785
H6 1.106 -3.389 -2.431
C5 2.004 -2.918 -2.863
H7 4.010 -0.608 -3.415
H8 3.378 -1.290 -4.958
H9 0.696 -1.828 -5.351
H10 0.168 -0.188 -4.851
H11 3.011 0.405 -4.490
H12 -0.550 -1.624 -4.076
C6 -0.483 0.622 -1.979
O2 -1.632 0.983 -2.273
Cl1 3.473 -0.606 -0.511
C7 -3.519 -3.238 4.679
C8 -3.873 -1.764 4.756
N1 -3.463 -0.969 3.546
C9 -4.569 -0.521 2.651
C10 -4.771 0.983 2.468
C11 -2.096 -0.880 3.307
O3 -1.271 -1.495 4.004
C12 -1.482 0.040 2.239
C13 -1.821 1.372 2.310
C14 -1.288 2.271 1.388
C15 -0.371 1.818 0.494
N2 -0.023 0.512 0.550
C16 -0.522 -0.393 1.363
H13 -3.972 -3.677 3.781
H14 -3.921 -3.736 5.556
H15 -2.443 -3.401 4.656
H16 -4.960 -1.693 4.873
H17 -3.434 -1.285 5.645
H18 -4.468 -1.012 1.675
H19 -5.507 -0.877 3.079
H20 -4.132 1.369 1.678
H21 -5.784 1.163 2.099
H22 -4.663 1.514 3.415
H23 -2.509 1.766 3.053
H24 -1.608 3.310 1.370
H25 0.019 2.524 -0.252
H26 -0.193 -1.450 1.288

=====

Record 3
ORCA calculation (ωB97M-V with the def2-TZVPD basis set) on a cluster of 3 separate species, C16H26F2NO13PS in total.

## Properties
**SMILES string**: CC(=O)OCCCCCC[C@]1(P(N)O)COS(=O)(=O)O1.O=C1OC[C@@H](F)O1.O=C1OC[C@@H](F)O1
**Total charge**: 0
**Molar mass**: 541.42 u
**HOMO-LUMO gap**: 8.84 eV
**Calculated total energy**: -2597.1414 a.u.
**LUMO**: -0.80 eV

Cartesian coordinates (Å):
C1 3.424 0.989 0.928
C2 4.131 -0.414 0.456
O1 5.149 -0.881 1.229
O2 3.746 -1.245 -0.696
C3 3.616 -0.456 -1.933
C4 2.140 -0.812 -2.571
C5 0.941 -0.867 -1.407
C6 0.497 -2.397 -1.020
C7 -0.477 -2.484 0.336
C8 -2.078 -2.430 -0.007
C9 -2.635 -0.982 -0.531
P1 -2.309 0.608 0.474
N1 -2.604 1.959 -0.707
O3 -0.637 0.804 0.918
C10 -4.281 -1.175 -0.297
O4 -5.120 -1.421 -1.509
S1 -4.192 -0.518 -2.671
O5 -4.831 0.885 -2.525
O6 -4.546 -1.180 -4.024
O7 -2.602 -0.773 -2.017
H1 2.937 0.859 1.984
H2 2.699 1.364 0.089
H3 4.287 1.810 1.003
H4 4.440 -0.878 -2.684
H5 3.838 0.687 -1.817
H6 2.202 -1.918 -3.016
H7 1.808 -0.063 -3.434
H8 -0.003 -0.251 -1.761
H9 1.309 -0.343 -0.407
H10 1.467 -3.025 -0.723
H11 -0.029 -2.987 -1.883
H12 -0.127 -1.740 1.182
H13 -0.269 -3.574 0.775
H14 -2.652 -2.799 0.969
H15 -2.359 -3.229 -0.847
H16 -1.895 1.810 -1.486
H17 -2.359 2.880 -0.268
H18 -0.221 1.613 0.469
H19 -4.594 -0.064 -0.042
H20 -4.589 -1.737 0.696
C11 -7.523 1.670 -0.408
C12 -7.539 1.158 0.991
O8 -8.387 2.062 1.663
C13 -9.257 2.505 0.713
O9 -10.303 3.083 0.959
O10 -8.819 2.216 -0.551
F1 -6.309 1.233 1.547
H21 -6.778 2.459 -0.562
H22 -7.349 0.877 -1.140
H23 -7.932 0.140 1.092
C14 9.478 0.307 2.008
C15 8.808 0.410 3.336
O11 7.909 1.482 3.168
C16 7.586 1.471 1.844
O12 6.634 2.065 1.367
O13 8.456 0.706 1.117
F2 9.696 0.745 4.299
H24 10.331 0.987 1.910
H25 9.814 -0.711 1.790
H26 8.258 -0.490 3.632